Record 1
ORCA calculation (ωB97M-V with the def2-TZVPD basis set) on a cluster of 2 separate species, C5H12S in total in a non-equilibrium geometry.

Each line ends with the natural charge from an NBO analysis.
CARTESIAN COORDINATES (ANGSTROEM)
1 C 0.221609 -1.075033 2.759025  -0.399
2 C -0.512785 0.025269 2.888566  -0.165
3 C -1.243274 0.743308 1.769337  -0.667
4 H 0.586957 -1.603773 3.629578  0.190
5 H 0.515455 -1.557836 1.834381  0.188
6 H -0.870570 0.266607 3.885653  0.188
7 H -1.321672 1.769848 2.095344  0.210
8 H -0.640459 0.661672 0.857679  0.226
9 H -2.217774 0.317769 1.526072  0.216
10 C -0.878469 0.714149 -2.125562  -0.751
11 S 0.697135 0.395329 -1.283060  0.170
12 C 1.179367 -1.168196 -2.077999  -0.731
13 H -1.733987 0.729962 -1.426933  0.214
14 H -1.153527 -0.011562 -2.876697  0.223
15 H -0.896719 1.758571 -2.434692  0.225
16 H 0.979998 -1.948552 -1.350704  0.219
17 H 0.561018 -1.319846 -2.959338  0.217
18 H 2.193792 -1.100976 -2.456618  0.227

Cartesian forces (eV/Å) of the 6 atoms listed first:
C 0.3 0.0 0.3
C -1.3 -1.2 -0.4
C 1.3 -0.3 0.1
H 0.0 0.1 0.2
H -0.1 0.4 -0.3
H 0.4 0.3 0.1

SMILES	C=CC.CSC
energy above the lowest of the compared OMol25 structures with the same formula, charge and spin	129.6	kJ/mol
HOMO-LUMO gap	0.348	Ha
energy	-595.83267	Ha



Record 2
ORCA calculation (ωB97M-V with the def2-TZVPD basis set) on a cluster of 2 separate species, C5H12S in total in a non-equilibrium geometry.

Each line ends with the natural charge from an NBO analysis.
CARTESIAN COORDINATES (ANGSTROEM)
1 C -2.396307 -0.384670 1.324948  -0.403
2 C -1.815423 0.813226 1.480491  -0.175
3 C -2.159852 1.961849 0.555272  -0.655
4 H -2.101138 -1.197499 1.975216  0.196
5 H -3.099833 -0.547877 0.515610  0.185
6 H -0.827723 0.753133 1.920175  0.201
7 H -3.239399 1.986648 0.464063  0.214
8 H -1.749017 1.706762 -0.421786  0.217
9 H -1.775567 2.889315 0.970526  0.218
10 C 1.975691 -1.718586 -0.504755  -0.624
11 C 2.725127 -0.576563 -1.192180  -0.527
12 S 1.827698 0.999232 -1.253205  -0.051
13 H 2.119470 -1.851944 0.560589  0.217
14 H 0.894883 -1.629161 -0.676822  0.212
15 H 2.177906 -2.642623 -1.056334  0.212
16 H 3.120056 -0.862474 -2.165810  0.213
17 H 3.645054 -0.448026 -0.613094  0.229
18 H 0.678380 0.749262 -1.882899  0.120

Cartesian forces (eV/Å) of the 6 atoms listed first:
C 0.3 0.8 0.4
C 0.2 -1.4 -1.6
C 0.2 -0.8 0.8
H 0.0 -0.3 -0.3
H -0.5 -0.1 0.4
H -0.2 0.7 0.9

SMILES	C=CC.CCS
energy above the lowest of the compared OMol25 structures with the same formula, charge and spin	142.1	kJ/mol
HOMO-LUMO gap	0.368	Ha
energy	-595.82791	Ha



Record 3
ORCA calculation (ωB97M-V with the def2-TZVPD basis set) on the ion C5H12S with charge +1 in a non-equilibrium geometry.

Each line ends with the Mulliken spin population.
CARTESIAN COORDINATES (ANGSTROEM)
1 C -2.468220 -0.035477 -1.257011  0.001
2 C -1.016628 0.245388 -1.611196  0.003
3 C 0.012191 -0.390449 -0.697588  0.035
4 C 0.467966 0.507822 0.435449  -0.033
5 S 2.261520 0.334982 0.718104  0.900
6 C 2.537113 -0.193143 2.379237  -0.034
7 H -3.134665 0.479751 -1.942577  0.002
8 H -2.655035 -1.096418 -1.465306  0.000
9 H -2.733760 0.108217 -0.211923  0.000
10 H -0.835000 1.327468 -1.728928  0.000
11 H -0.858125 -0.020969 -2.660857  -0.002
12 H 0.849541 -0.780419 -1.287339  0.001
13 H -0.407270 -1.323860 -0.303486  0.005
14 H 0.270773 1.554593 0.187163  0.041
15 H -0.171266 0.316373 1.301156  -0.010
16 H 3.563787 -0.035728 2.722098  0.009
17 H 2.492013 -1.292146 2.383175  0.064
18 H 1.825067 0.294018 3.039830  0.018

Cartesian forces (eV/Å) of the 6 atoms listed first:
C 0.1 -1.0 -0.4
C -0.2 1.3 -1.0
C 0.3 -1.3 -0.9
C -0.4 0.1 0.8
S -0.4 0.2 -0.3
C 0.2 -0.4 0.3

energy above the lowest of the compared OMol25 structures with the same formula, charge and spin	11.8	kJ/mol
HOMO-LUMO gap (alpha / beta)	0.432 / 0.245	Ha
energy	-595.56041	Ha
spin multiplicity	2
net charge	+1